No. 1
Entry from the Open Molecules 2025 dataset: C19H12N4O4S2Y as an isolated structure in a non-equilibrium geometry (ωB97M-V with the def2-TZVPD basis set).

XYZ file:
```
42
Properties=species:S:1:pos:R:3:lowdin_charge:R:1
Y 0.1425 -0.5904 0.8685 1.51
O 2.9166 -3.5619 2.2563 0.14
C 2.0718 -2.8931 1.7314 -0.42
N 1.8695 -1.5054 1.8282 -0.05
C 2.6743 -0.7237 2.6758 -0.42
O 3.5250 -1.0811 3.4420 0.15
C 2.3630 0.7749 2.6047 -0.18
C 3.3110 1.6710 3.0530 0.03
C 3.0061 3.0217 2.9986 0.00
C 1.7688 3.4305 2.5189 -0.02
C 0.8797 2.4733 2.0847 -0.11
N 1.1760 1.1657 2.1135 -0.03
C 1.0461 -3.6053 0.8345 -0.17
C 1.2095 -4.9413 0.5396 0.03
C 0.2615 -5.5630 -0.2595 0.00
C -0.8297 -4.8462 -0.7293 -0.02
C -0.9351 -3.5163 -0.3861 -0.10
N -0.0123 -2.9103 0.3752 -0.03
H 4.2434 1.2938 3.4465 0.13
H 3.7244 3.7586 3.3350 0.13
H 1.4891 4.4733 2.4736 0.12
H -0.0955 2.7427 1.6982 0.12
H 2.0642 -5.4616 0.9476 0.13
H 0.3665 -6.6107 -0.5120 0.13
H -1.5929 -5.2971 -1.3473 0.12
H -1.7696 -2.9083 -0.7186 0.12
O -3.5957 -0.4249 -0.8552 -0.27
S -2.9699 0.8214 -0.5303 0.64
O -3.4748 1.6158 0.5443 -0.26
N -1.3458 0.5451 -0.3053 -0.31
C -0.5788 1.0037 -1.3200 -0.78
S 1.0733 0.6568 -1.3956 0.71
C -1.3761 1.7925 -2.2966 -0.22
C -0.9388 2.4752 -3.4157 0.00
C -1.8859 3.1459 -4.1807 -0.03
C -3.2337 3.1241 -3.8285 -0.03
C -3.6794 2.4321 -2.7068 -0.01
C -2.7197 1.7775 -1.9653 -0.23
H 0.1105 2.4833 -3.6835 0.12
H -1.5800 3.6941 -5.0616 0.12
H -3.9529 3.6563 -4.4375 0.12
H -4.7262 2.4111 -2.4344 0.13
```

## Properties
Net charge: +1
Gap between HOMO and LUMO: 0.3141 Eh
LUMO energy: -4.01 eV


No. 2
Entry from the Open Molecules 2025 dataset: C19H13AsFN3O10STi as an isolated structure (ωB97M-V with the def2-TZVPD basis set).

XYZ file:
```
49
Properties=species:S:1:pos:R:3:lowdin_charge:R:1
Ti 1.4004 -0.4309 0.4127 1.06
O -0.3969 2.2946 2.0150 -0.25
As 0.9017 1.6097 2.9764 0.88
O 1.5981 2.7681 3.8940 -0.49
O 1.9172 0.7950 1.9254 -0.51
C -0.0332 0.4374 4.2662 -0.19
C 0.1277 0.8819 5.5825 -0.10
C -0.4687 0.2294 6.6475 -0.10
C -1.2488 -0.8980 6.4167 -0.10
C -1.4172 -1.3498 5.1214 -0.08
C -0.8181 -0.6916 4.0514 -0.25
S -1.1950 -1.4292 2.4616 0.47
O -0.7303 -2.7958 2.5425 -0.32
O -2.6235 -1.2617 2.2931 -0.32
O -0.4428 -0.6170 1.4755 -0.44
H -0.3497 1.8937 1.1235 0.00
H 0.7368 1.7660 5.7297 0.08
H -0.3271 0.6000 7.6562 0.09
H -1.7222 -1.4205 7.2397 0.09
H -2.0193 -2.2262 4.9170 0.11
O 2.8332 0.0576 -0.9383 -0.21
C 2.6350 0.6550 -2.0679 -0.24
C 1.4919 1.3330 -2.5092 -0.15
C 1.4618 1.8916 -3.8143 0.02
C 0.3548 2.5976 -4.2583 -0.21
C -0.7733 2.7939 -3.4632 -0.04
C -0.7662 2.2495 -2.1808 -0.02
C 0.3177 1.5355 -1.6754 -0.33
O 0.2679 1.0403 -0.4657 -0.22
N 0.3683 3.1479 -5.5952 -0.37
O -0.6025 3.7910 -5.9866 0.01
O 1.3556 2.9717 -6.3045 0.01
H 3.4714 0.6399 -2.7793 0.11
H 2.3133 1.7730 -4.4685 0.11
H -1.6182 3.3465 -3.8411 0.10
H -1.6189 2.3810 -1.5249 0.11
F 2.2811 -1.9908 0.8667 -0.43
N -3.8917 -1.9467 -3.2126 0.15
C -2.8054 -2.0667 -2.8555 -0.18
C -1.4470 -2.2691 -2.4651 -0.18
C -0.7067 -3.3104 -3.0270 -0.02
C 0.6042 -3.4933 -2.6353 -0.04
C 1.1366 -2.6254 -1.6937 -0.08
N 0.4283 -1.6289 -1.1594 0.02
C -0.8271 -1.4437 -1.5203 -0.03
H -1.1699 -3.9601 -3.7585 0.11
H 1.2116 -4.2879 -3.0429 0.10
H 2.1528 -2.7127 -1.3328 0.11
H -1.3477 -0.6247 -1.0385 0.13
```

## Properties
Net charge: -2
Gap between HOMO and LUMO (alpha / beta): 0.1684 / 0.2776 Eh
2S+1: 3
LUMO energy (alpha / beta): 4.23 / 4.24 eV


No. 3
Entry from the Open Molecules 2025 dataset: C19H13AuClN2O6 as an isolated structure (ωB97M-V with the def2-TZVPD basis set).

XYZ file:
```
42
Properties=species:S:1:pos:R:3:lowdin_charge:R:1
Au -2.7988 -1.4201 -0.1495 0.85
O -0.8365 3.3566 -2.4377 0.11
C 0.3565 2.9580 -1.9889 -0.50
O 1.3257 3.6627 -2.1596 0.05
C 0.4333 1.6481 -1.3157 -0.04
C 1.5484 0.9104 -1.1468 -0.55
Cl 3.0993 1.2603 -1.7669 0.82
N 1.3217 -0.2684 -0.4837 -0.03
N -0.0651 -0.3632 -0.2432 0.05
C -0.7125 0.8340 -0.7899 -0.31
C -2.9325 0.7568 -1.9180 -0.72
O -3.1997 1.8910 -2.3054 0.04
O -3.7425 -0.1780 -1.6194 -0.14
C 2.0204 -1.4934 -0.6092 -0.21
C 1.2932 -2.6520 -0.8799 0.00
C 1.9450 -3.8712 -0.9611 -0.08
C 3.3187 -3.9574 -0.7756 -0.11
C 4.0325 -2.8050 -0.4818 -0.10
C 3.3922 -1.5785 -0.3820 -0.06
H -1.5771 2.6963 -2.4206 0.07
H 0.2193 -2.5810 -0.9871 0.11
H 1.3677 -4.7638 -1.1686 0.10
H 3.8226 -4.9139 -0.8354 0.09
H 5.1005 -2.8550 -0.3066 0.10
H 3.9534 -0.6976 -0.1106 0.08
C 0.6590 -0.8558 2.1261 0.00
C -0.5210 -0.6845 1.1776 -0.58
O -1.3028 -1.8204 1.2086 -0.32
C -1.3208 0.5720 1.4971 -0.13
C -1.9177 0.8770 2.7071 -0.02
C -2.6298 2.0634 2.8232 -0.08
C -2.7454 2.9216 1.7352 -0.07
C -2.1636 2.6043 0.5139 0.00
C -1.4559 1.4140 0.4058 -0.08
O -1.5722 0.4139 -1.8808 0.01
H 1.1872 -1.7836 1.9078 0.08
H 0.2637 -0.9194 3.1398 0.08
H 1.3492 -0.0122 2.0673 0.09
H -1.8390 0.1919 3.5431 0.11
H -3.0985 2.3223 3.7654 0.10
H -3.2994 3.8474 1.8328 0.10
H -2.2787 3.2722 -0.3269 0.11
```

## Properties
Net charge: -1
Gap between HOMO and LUMO: 0.2897 Eh
LUMO energy: 2.74 eV


No. 4
Entry from the Open Molecules 2025 dataset: an isolated molecule of C19H13ClN2O3S in a non-equilibrium geometry (ωB97M-V with the def2-TZVPD basis set).

XYZ file:
```
39
Properties=species:S:1:pos:R:3:lowdin_charge:R:1
O 1.7436 1.0145 4.4873 0.13
C 1.1512 1.6904 3.6679 -0.47
O 0.9391 3.0133 3.7644 0.13
C 0.6567 0.9152 2.5196 -0.04
C 0.0588 -0.4072 2.7002 0.02
C -0.4339 -1.3017 1.6838 -0.57
N -0.1221 -1.0432 0.4435 0.02
C -0.8347 -1.8736 -0.4057 -0.13
C -1.6174 -2.7750 0.2253 -0.45
C -2.6841 -3.6165 -0.4206 -0.24
C -2.6098 -4.0694 -1.7501 -0.03
C -3.4419 -5.0102 -2.4290 -0.08
C -4.5528 -5.3510 -1.7724 -0.14
C -4.8553 -4.8870 -0.5120 -0.08
C -3.9248 -3.9645 0.1890 -0.54
Cl -4.5489 -3.3724 1.7288 0.64
S -1.4984 -2.6597 1.9703 1.09
N 0.8480 1.2481 1.1513 0.14
C 1.1904 2.3739 0.4770 -0.34
O 1.3646 3.4705 1.1077 0.02
C 1.1747 2.2837 -0.9877 -0.15
C 0.9106 3.4187 -1.7902 0.02
C 0.9104 3.2859 -3.2152 -0.04
C 1.2175 2.0483 -3.7877 -0.08
C 1.2533 0.9501 -2.9923 -0.08
C 1.3451 1.0983 -1.6218 -0.04
H 0.8098 3.4830 2.9257 0.09
H -0.1751 -0.7323 3.6909 0.10
H -0.7800 -1.7968 -1.4528 0.10
H -1.6327 -3.6655 -2.2319 0.13
H -3.3404 -5.2941 -3.4657 0.11
H -5.3392 -6.0369 -2.2147 0.13
H -5.6813 -5.2067 0.0599 0.08
H 0.5290 0.5694 0.4995 0.05
H 0.9232 4.4202 -1.4070 0.11
H 0.9003 4.2412 -3.7442 0.10
H 1.3857 1.8877 -4.8136 0.09
H 1.2173 0.0068 -3.4676 0.10
H 1.6295 0.2516 -0.9998 0.12
```

## Properties
Gap between HOMO and LUMO: 0.2665 Eh
Structure (SMILES): O=C(O)/C(=C/c1ncc(-c2ccccc2Cl)s1)NC(=O)c1ccccc1
LUMO energy: -0.98 eV


No. 5
Entry from the Open Molecules 2025 dataset: C19H14AuBBrF4N3O3 as an isolated structure in a non-equilibrium geometry (ωB97M-V with the def2-TZVPD basis set).

XYZ file:
```
46
Properties=species:S:1:pos:R:3:lowdin_charge:R:1
Au -0.4586 -0.3501 0.5607 1.18
Br 2.2177 -0.9559 2.5745 0.85
C 0.9581 0.1969 3.4688 -0.56
C 0.8993 0.0509 4.8668 -0.08
C 0.5160 1.1926 5.6428 -0.04
C 0.2285 2.3715 5.0329 0.00
C 0.2329 2.5575 3.6173 -0.15
C 0.0986 3.7724 2.9529 0.05
C -0.0279 3.7687 1.5577 -0.02
C -0.1086 2.5903 0.8316 -0.04
C 0.0617 1.3706 1.4749 -0.20
C 0.4319 1.3547 2.8273 -0.23
H 1.1951 -0.8665 5.4056 0.12
H 0.6068 1.1585 6.7698 0.14
H -0.0737 3.2547 5.5965 0.13
H 0.1006 4.7013 3.5835 0.15
H 0.1277 4.7057 0.9895 0.14
H -0.1742 2.6594 -0.2529 0.12
F 2.3530 3.9213 -0.1352 0.09
B 3.5974 3.4295 -0.5813 -1.09
F 3.4983 3.3920 -2.0785 -0.02
F 3.8203 2.1568 -0.0704 0.11
F 4.7113 4.3384 -0.2800 0.02
O 0.9690 -3.2139 -0.6119 0.07
C -0.1964 -3.0154 -0.9159 -0.43
N -0.9851 -1.9383 -0.5681 -0.08
C -2.2202 -1.9728 -1.1792 -0.44
O -3.0131 -1.0148 -1.1995 0.02
C -2.3361 -3.3281 -1.7972 -0.10
C -3.4077 -3.9382 -2.3932 0.00
C -3.2309 -5.2770 -2.7860 -0.06
C -2.0317 -5.9586 -2.5277 -0.08
C -0.9370 -5.3168 -1.9687 0.00
C -1.1132 -3.9887 -1.6223 -0.08
H -4.3147 -3.4342 -2.6781 0.12
H -4.0549 -5.8571 -3.2373 0.11
H -1.9861 -7.0310 -2.7698 0.11
H 0.0291 -5.8042 -1.8320 0.13
N 1.4931 1.9776 -3.2143 0.21
C 0.5600 1.0733 -2.8518 -0.61
N -0.4232 0.7746 -3.7536 0.14
O 0.5810 0.4044 -1.7747 -0.08
H 1.4386 2.4021 -4.1253 0.11
H 2.2320 2.2814 -2.6181 0.06
H -0.7538 1.3334 -4.5398 0.11
H -1.1109 0.0711 -3.3900 0.12
```

## Properties
Gap between HOMO and LUMO (alpha / beta): 0.2833 / 0.1787 Eh
2S+1: 3
LUMO energy (alpha / beta): -1.84 / -4.65 eV


Copy entry 1 word for word.
Entry from the Open Molecules 2025 dataset: C19H12N4O4S2Y as an isolated structure in a non-equilibrium geometry (ωB97M-V with the def2-TZVPD basis set).

XYZ file:
```
42
Properties=species:S:1:pos:R:3:lowdin_charge:R:1
Y 0.1425 -0.5904 0.8685 1.51
O 2.9166 -3.5619 2.2563 0.14
C 2.0718 -2.8931 1.7314 -0.42
N 1.8695 -1.5054 1.8282 -0.05
C 2.6743 -0.7237 2.6758 -0.42
O 3.5250 -1.0811 3.4420 0.15
C 2.3630 0.7749 2.6047 -0.18
C 3.3110 1.6710 3.0530 0.03
C 3.0061 3.0217 2.9986 0.00
C 1.7688 3.4305 2.5189 -0.02
C 0.8797 2.4733 2.0847 -0.11
N 1.1760 1.1657 2.1135 -0.03
C 1.0461 -3.6053 0.8345 -0.17
C 1.2095 -4.9413 0.5396 0.03
C 0.2615 -5.5630 -0.2595 0.00
C -0.8297 -4.8462 -0.7293 -0.02
C -0.9351 -3.5163 -0.3861 -0.10
N -0.0123 -2.9103 0.3752 -0.03
H 4.2434 1.2938 3.4465 0.13
H 3.7244 3.7586 3.3350 0.13
H 1.4891 4.4733 2.4736 0.12
H -0.0955 2.7427 1.6982 0.12
H 2.0642 -5.4616 0.9476 0.13
H 0.3665 -6.6107 -0.5120 0.13
H -1.5929 -5.2971 -1.3473 0.12
H -1.7696 -2.9083 -0.7186 0.12
O -3.5957 -0.4249 -0.8552 -0.27
S -2.9699 0.8214 -0.5303 0.64
O -3.4748 1.6158 0.5443 -0.26
N -1.3458 0.5451 -0.3053 -0.31
C -0.5788 1.0037 -1.3200 -0.78
S 1.0733 0.6568 -1.3956 0.71
C -1.3761 1.7925 -2.2966 -0.22
C -0.9388 2.4752 -3.4157 0.00
C -1.8859 3.1459 -4.1807 -0.03
C -3.2337 3.1241 -3.8285 -0.03
C -3.6794 2.4321 -2.7068 -0.01
C -2.7197 1.7775 -1.9653 -0.23
H 0.1105 2.4833 -3.6835 0.12
H -1.5800 3.6941 -5.0616 0.12
H -3.9529 3.6563 -4.4375 0.12
H -4.7262 2.4111 -2.4344 0.13
```

## Properties
Net charge: +1
Gap between HOMO and LUMO: 0.3141 Eh
LUMO energy: -4.01 eV